Formula: C4H5P
Source: the Open Molecules 2025 dataset
Level of theory: ωB97M-V/def2-TZVPD

Structure (XYZ):
```
10
C4H5P, DFT ωB97M-V/def2-TZVPD
P 2.5391 -0.0757 -0.0575
H 0.2995 -2.6272 0.0732
H 1.3818 1.9208 0.0764
H -1.9746 -0.5291 -0.0814
C 1.1603 0.8413 -0.0115
C -0.8438 -0.6796 -0.0005
H -0.8896 0.9679 0.9501
H -0.7905 1.2593 -0.9188
C -0.5188 -1.8705 -0.0149
C -0.3635 0.7929 -0.0151
```

Properties
energy above the lowest of the compared OMol25 structures with the same formula, charge and spin	0.00	kcal per mole
maximum force	6.29	eV Å⁻¹
orbital gap (alpha / beta)	7.80 / 8.55	eV
multiplicity	3

These are the Löwdin partial charges, in e, on atoms 1 to 8: 0.76 0.05 0.02 0.11 -0.65 -0.33 0.12 0.11